(1)
105
Properties=species:S:1:pos:R:3 method="wB97M-V/def2-TZVPD" relative_energy_kcal_mol=7.67 orbital_gap_ev=6.89 e_homo_ev=-6.889
Ca 0.3558 1.0503 1.6293
C -2.0667 -0.0957 5.2191
C -1.3537 0.8068 4.4288
N -0.5853 0.1697 3.5485
N -0.7734 -1.1595 3.7709
C -1.6753 -1.3338 4.7561
B -0.2333 -2.2691 2.8088
N -1.0175 -2.1948 1.4615
C -1.6549 -3.1512 0.7627
C -2.0197 -2.6248 -0.4597
C -1.5435 -1.3140 -0.4190
N -0.9370 -1.0422 0.7319
N 1.2703 -2.1041 2.4711
C 2.2207 -3.0611 2.5061
C 3.3548 -2.5711 1.9019
C 2.9984 -1.2838 1.4972
N 1.7410 -1.0017 1.8172
N -0.4076 -3.5895 3.5626
C 0.1848 -3.8405 4.7562
C -0.2210 -5.0795 5.1782
C -1.0872 -5.5191 4.1556
N -1.2008 -4.6236 3.1893
H -2.7601 0.1181 6.0145
H -1.3695 1.8849 4.4447
H -1.9738 -2.3215 5.0677
H -1.8003 -4.1263 1.1967
H -2.5502 -3.1199 -1.2555
H -1.6241 -0.5495 -1.1772
H 2.0262 -4.0237 2.9465
H 4.3038 -3.0659 1.7861
H 3.5973 -0.5339 1.0052
H 0.8435 -3.1174 5.2120
H 0.0621 -5.5907 6.0827
H -1.6317 -6.4489 4.0842
N 1.0938 3.0282 4.8222
C 0.6600 3.7478 3.7517
N 0.5430 3.2795 2.5321
C 0.1353 4.2992 1.6741
C -0.1363 5.4818 2.2581
S 0.1942 5.3984 3.9389
C 0.0362 4.0732 0.2163
C -0.0571 5.0739 -0.6819
S -0.2766 4.4387 -2.2634
C -0.2028 2.8429 -1.6144
N -0.0190 2.7810 -0.3235
N -0.3867 1.7586 -2.4362
H 1.7142 2.2624 4.5562
H 1.5386 3.5983 5.5283
H -0.4950 6.3880 1.8002
H 0.0016 6.1351 -0.5075
H -0.2486 1.9374 -3.4182
H 0.0771 0.9040 -2.1473
S 3.9106 4.9923 4.0386
Sb 5.0007 3.2992 3.0403
S 3.3856 2.0706 1.5365
S 3.7196 1.2101 3.4512
C -7.4950 5.1422 -0.5333
C -6.3436 4.2181 -0.2321
C -6.1251 3.0729 -0.9926
C -5.0655 2.2205 -0.7129
C -4.2317 2.5114 0.3536
C -4.4147 3.6507 1.1212
C -5.4717 4.4958 0.8206
S -2.8804 1.4216 0.7260
C -3.7855 0.2434 1.7166
O -1.9925 2.1669 1.7014
H -7.9946 4.8646 -1.4609
H -7.1589 6.1762 -0.6247
H -8.2352 5.1101 0.2681
H -6.7818 2.8540 -1.8268
H -4.8869 1.3445 -1.3281
H -3.7192 3.8703 1.9231
H -5.6185 5.3949 1.4092
H -4.2399 0.7996 2.5372
H -3.0718 -0.4929 2.0867
H -4.5401 -0.2363 1.0917
C 0.4710 -1.2084 -5.1707
C 0.6592 -2.7027 -4.9306
C 1.0591 -3.0060 -3.4934
N 2.4232 -2.5679 -3.2184
C 2.7732 -1.5534 -2.4322
S 1.7090 -0.5856 -1.5917
N 4.1411 -1.3496 -2.2538
C 5.2605 -1.7533 -2.9876
O 6.3399 -1.7929 -2.4500
C 5.1066 -2.0248 -4.4532
C 5.7730 -3.1117 -5.0056
C 5.6755 -3.3595 -6.3682
C 4.9379 -2.5049 -7.1774
C 4.2970 -1.4004 -6.6280
C 4.3737 -1.1650 -5.2646
H 0.2457 -0.9951 -6.2172
H 1.3723 -0.6531 -4.8987
H -0.3511 -0.8218 -4.5618
H 1.4230 -3.0963 -5.6093
H -0.2632 -3.2441 -5.1540
H 1.0012 -4.0740 -3.2808
H 0.4068 -2.4930 -2.7877
H 3.1603 -3.1086 -3.6428
H 4.3660 -0.8434 -1.4075
H 6.3663 -3.7490 -4.3618
H 6.1837 -4.2120 -6.7997
H 4.8693 -2.6936 -8.2413
H 3.7379 -0.7242 -7.2620
H 3.8740 -0.3077 -4.8280

***

(2)
91
Properties=species:S:1:pos:R:3 method="wB97M-V/def2-TZVPD" relative_energy_kcal_mol=57.18 charge=-1 spin_multiplicity=3 orbital_gap_ev="7.43 / 6.08" e_homo_ev="-5.031 / -5.193"
Pd 0.3621 -0.3170 0.3688
C 4.4980 -5.3761 1.8020
C 3.4381 -4.3391 2.0622
C 2.3336 -4.2277 1.2242
C 1.3440 -3.2851 1.4561
C 1.4505 -2.4741 2.5736
C 2.5446 -2.5667 3.4244
C 3.5407 -3.4909 3.1606
S 0.3149 -1.1588 3.0071
O 0.3304 -1.1158 4.4486
O 0.8246 0.0807 2.3837
N -1.1663 -1.4081 2.4750
C -1.7046 -2.7610 2.4939
C -1.9055 -3.4146 1.0562
O -2.4337 -4.5318 1.0766
O -1.5084 -2.7169 0.0930
H 4.7311 -5.4484 0.7392
H 4.1509 -6.3576 2.1335
H 5.4125 -5.1433 2.3472
H 2.2462 -4.8870 0.3688
H 0.5164 -3.1811 0.7646
H 2.5914 -1.9097 4.2813
H 4.4040 -3.5494 3.8129
H -2.6899 -2.7606 2.9650
H -1.0521 -3.4194 3.0704
N -0.0485 -0.4644 -1.4403
C -0.4285 0.2350 -2.4259
C -0.4611 -0.4802 -3.7446
C -1.0297 -1.7464 -3.8344
C -1.0287 -2.4219 -5.0450
C -0.4497 -1.8469 -6.1672
C 0.1415 -0.5941 -6.0732
C 0.1320 0.0904 -4.8687
C -0.8190 1.6522 -2.4076
C -1.6980 2.1371 -3.3597
C -2.1108 3.4635 -3.3779
C -1.6139 4.3786 -2.4097
C -0.7638 3.9693 -1.4463
C -0.2852 2.5646 -1.3437
H -1.4672 -2.1836 -2.9439
H -1.4837 -3.4017 -5.1173
H -0.4433 -2.3779 -7.1108
H 0.6073 -0.1466 -6.9425
H 0.5877 1.0693 -4.7932
H -2.1065 1.4560 -4.0956
H -2.8024 3.8015 -4.1378
H -1.9287 5.4149 -2.4529
H -0.3974 4.6627 -0.6986
H 0.8116 2.5270 -1.3430
C -2.7597 4.8693 1.9929
C -2.0607 3.5124 2.0222
C -2.6787 2.5667 3.0492
C -2.0116 1.1954 3.0735
Ge -1.7393 0.1124 1.3722
C -3.5712 -0.4831 0.8320
C -4.5006 0.6744 0.4788
C -4.0053 1.4678 -0.7282
C -4.8933 2.6662 -1.0474
H -2.3303 5.5179 1.2272
H -2.6657 5.3710 2.9581
H -3.8226 4.7419 1.7770
H -0.9978 3.6438 2.2449
H -2.1405 3.0420 1.0353
H -3.7451 2.4593 2.8272
H -2.6037 3.0174 4.0460
H -2.5781 0.5035 3.7010
H -1.0248 1.2781 3.5274
H -0.5345 2.1741 -0.3446
H -3.9776 -1.0668 1.6610
H -3.4479 -1.1517 -0.0202
H -4.5830 1.3521 1.3350
H -5.5060 0.2915 0.2693
H -3.9483 0.8058 -1.5970
H -2.9836 1.8157 -0.5286
H -5.9103 2.3421 -1.2782
H -4.5070 3.2231 -1.9029
H -4.9380 3.3453 -0.1928
Br 7.9826 2.3854 -0.0561
C 6.8168 0.8823 0.0751
C 7.3705 -0.3686 0.2895
C 6.5213 -1.4619 0.3917
C 5.1493 -1.2955 0.2888
C 4.6127 -0.0303 0.0834
C 5.4522 1.0713 -0.0285
C 3.1106 0.1592 0.0252
O 2.6578 1.3106 -0.0434
O 2.4326 -0.9200 0.0619
H 8.4414 -0.4858 0.3824
H 6.9403 -2.4467 0.5584
H 4.4707 -2.1345 0.3644
H 5.0188 2.0480 -0.1918

***

(3)
90
Properties=species:S:1:pos:R:3 method="wB97M-V/def2-TZVPD" charge=+1 orbital_gap_ev=6.91 e_homo_ev=-10.528
C -0.7499 -1.2169 -6.6869
C -0.3025 -0.9769 -5.2747
N 0.3653 -1.7947 -4.5837
C -0.6832 0.3267 -4.6248
N -1.2467 0.1329 -3.2709
C -0.6404 0.7657 -2.2326
C -1.0940 0.6778 -0.9417
C -0.4268 1.4034 0.1854
C 0.7565 0.6116 0.7811
C 2.0915 1.1741 0.2881
Cl 0.7111 0.7933 2.5624
C -2.2210 -0.1262 -0.7184
C -2.8357 -0.2886 0.6371
O -3.6349 0.5056 1.0042
O -2.4668 -1.3412 1.3501
C -2.8280 -0.7708 -1.7670
C -2.3385 -0.6179 -3.0667
N -2.9574 -1.2332 -4.1399
H -1.7729 -1.5821 -6.7062
H -0.7238 -0.2860 -7.2479
H -0.1143 -1.9578 -7.1535
H 0.5673 -2.6330 -5.1232
H 0.1762 0.9743 -4.5083
H -1.4063 0.8953 -5.2071
H 0.2069 1.3860 -2.4583
H -0.0746 2.3878 -0.1053
H -1.1642 1.5521 0.9650
H 0.7158 -0.4436 0.5344
H 2.3199 2.0517 0.8836
H 2.0324 1.4879 -0.7493
H 2.8960 0.4670 0.4521
H -1.8844 -1.8783 0.7895
H -3.6958 -1.3890 -1.6091
H -2.9799 -0.6091 -4.9416
H -3.9083 -1.4886 -3.9094
N -0.2913 -4.0678 0.2504
C -0.4494 -5.3865 0.3524
C -0.3501 -6.2561 -0.7234
C -0.0739 -5.7303 -1.9745
C 0.0943 -4.3600 -2.1007
C -0.0231 -3.5804 -0.9628
H -0.6639 -5.7577 1.3477
H -0.4847 -7.3189 -0.5804
H 0.0124 -6.3780 -2.8371
H 0.3155 -3.9043 -3.0563
H 0.1106 -2.5023 -1.0199
N 0.4745 3.2810 -3.7313
C 1.5944 3.8014 -3.2190
C 1.8791 5.1546 -3.2296
C 0.9519 6.0179 -3.7972
C -0.2151 5.4947 -4.3274
C -0.4025 4.1245 -4.2719
H 2.2924 3.0926 -2.7842
H 2.8006 5.5239 -2.8025
H 1.1374 7.0835 -3.8216
H -0.9657 6.1313 -4.7727
H -1.3015 3.6704 -4.6690
N 5.3602 -0.3986 5.9745
C 4.5289 0.4572 5.3828
C 3.2612 0.1145 4.9370
C 2.8325 -1.1916 5.1149
C 3.6841 -2.0942 5.7296
C 4.9325 -1.6476 6.1397
H 4.9045 1.4675 5.2616
H 2.6310 0.8517 4.4667
H 1.8489 -1.4988 4.7813
H 3.3884 -3.1217 5.8922
H 5.6285 -2.3190 6.6306
N -3.5788 4.3281 -3.5807
C -4.5210 5.0300 -4.2068
C -5.7434 4.5001 -4.5969
C -6.0021 3.1688 -4.3217
C -5.0323 2.4235 -3.6675
C -3.8459 3.0494 -3.3218
H -4.2809 6.0690 -4.4024
H -6.4725 5.1190 -5.1003
H -6.9448 2.7201 -4.6061
H -5.1977 1.3818 -3.4232
H -3.0620 2.5051 -2.7974
N 4.3744 -2.0925 11.2555
C 3.4322 -2.9827 11.5581
C 2.3435 -3.2577 10.7438
C 2.2257 -2.5661 9.5493
C 3.1962 -1.6344 9.2197
C 4.2466 -1.4373 10.1038
H 3.5612 -3.4993 12.5028
H 1.6092 -3.9939 11.0407
H 1.3901 -2.7505 8.8853
H 3.1419 -1.0722 8.2983
H 5.0292 -0.7200 9.8814

***

(4)
94
Properties=species:S:1:pos:R:3 method="wB97M-V/def2-TZVPD" charge=+2 spin_multiplicity=5 orbital_gap_ev="5.88 / 4.47" e_homo_ev="-12.511 / -12.511"
Ru -0.4839 -0.4711 -0.2022
C 0.7871 -4.8552 -2.0526
Si -0.3869 -3.4033 -1.9091
C -1.8363 -3.8270 -0.8054
C -1.0569 -3.0190 -3.6108
C 0.6945 -2.0033 -1.0449
C 0.9066 -2.5449 0.3397
C 1.8449 -3.4344 0.8577
C 1.7419 -3.7762 2.1937
C 0.7429 -3.2234 2.9981
C -0.1374 -2.3306 2.4351
N -0.0466 -2.0365 1.1323
Si 2.2449 -1.3291 -2.0021
C 2.3363 0.5490 -1.8282
C 2.1756 -1.7474 -3.8202
C 3.8181 -2.0715 -1.3096
H 0.2853 -5.6366 -2.6299
H 1.0584 -5.2941 -1.0919
H 1.7044 -4.6029 -2.5897
H -2.2432 -4.7748 -1.1706
H -2.6358 -3.0872 -0.8827
H -1.6017 -3.9630 0.2495
H -1.8033 -3.7950 -3.8102
H -0.3044 -3.0986 -4.3914
H -1.5715 -2.0667 -3.7152
H 2.6092 -3.8616 0.2290
H 2.4408 -4.4846 2.6196
H 0.6508 -3.4950 4.0399
H -0.9372 -1.8599 2.9919
H 2.0972 1.0235 -2.7836
H 3.3662 0.8327 -1.5949
H 1.7121 1.0072 -1.0582
H 1.3172 -1.3363 -4.3501
H 2.1976 -2.8223 -4.0021
H 3.0744 -1.3276 -4.2820
H 4.6463 -1.6178 -1.8621
H 3.8847 -3.1482 -1.4770
H 3.9977 -1.8760 -0.2511
C -0.3893 5.3773 -1.8772
N -0.6005 4.1364 -1.1318
C -0.1784 2.9069 -1.4131
N -0.5522 2.0723 -0.4501
C -1.2150 2.8863 0.4178
N -1.2599 4.1385 0.0411
C 0.9713 5.9862 -1.6343
C 1.5588 6.7633 -2.6256
C 2.7799 7.3837 -2.3976
C 3.4304 7.2207 -1.1868
C 2.8479 6.4320 -0.1994
C 1.6175 5.8227 -0.4192
C 3.5253 6.2441 1.0792
N 4.5351 6.8716 1.5677
N 4.7857 6.3067 2.8122
C 3.9095 5.3801 2.9750
O 3.0645 5.2758 1.9151
C 3.7335 4.4586 4.0920
C 4.4535 4.6388 5.2686
C 4.2904 3.7399 6.3091
C 3.4239 2.6633 6.1765
C 2.7034 2.4869 5.0016
C 1.7498 1.3221 4.8852
N 1.6046 0.8621 3.5038
C 0.5621 0.9674 2.6861
N 0.8846 0.4853 1.4897
C 2.1814 0.0919 1.6566
N 2.6477 0.3109 2.8563
C 2.8549 3.3894 3.9635
H -1.1916 6.0426 -1.5614
H -0.5305 5.1585 -2.9352
H 0.3836 2.6646 -2.3004
H -1.7024 2.5411 1.3137
H 1.0595 6.8952 -3.5787
H 3.2272 7.9923 -3.1716
H 4.3842 7.6938 -0.9959
H 1.1630 5.2397 0.3714
H 5.1350 5.4744 5.3530
H 4.8491 3.8713 7.2255
H 3.3167 1.9560 6.9904
H 0.7488 1.5805 5.2348
H 2.1037 0.4735 5.4684
H -0.3857 1.3856 2.9854
H 2.7825 -0.3499 0.8785
H 2.3117 3.2649 3.0347
S -2.8459 -0.2047 0.1306
C -2.7076 0.1926 -1.5767
C -3.7183 0.6345 -2.4182
C -3.3817 0.9396 -3.7250
C -2.0655 0.8002 -4.1636
C -1.1179 0.3408 -3.2762
N -1.4504 0.0427 -2.0152
H -4.7285 0.7373 -2.0478
H -4.1448 1.2878 -4.4088
H -1.7856 1.0331 -5.1808
H -0.0816 0.1989 -3.5520

***

(5)
85
Properties=species:S:1:pos:R:3 method="wB97M-V/def2-TZVPD" relative_energy_kcal_mol=72.87 charge=+2 orbital_gap_ev="6.62 / 6.57" e_homo_ev="-13.052 / -13.305"
Pt 0.1897 -0.2368 -0.7133
N -1.8497 -0.6128 -1.9257
C -2.5726 -1.8192 -1.4996
C -1.8916 -3.0809 -2.0224
C -0.5507 -3.3994 -1.3680
N 0.4818 -2.4030 -1.6600
H -2.3957 0.2134 -1.6874
H -1.7633 -0.6293 -2.9409
H -3.6073 -1.8060 -1.8675
H -2.5978 -1.8450 -0.4047
H -1.7664 -2.9997 -3.1056
H -2.5453 -3.9330 -1.8386
H -0.2360 -4.3900 -1.7219
H -0.6554 -3.4370 -0.2800
H 0.6007 -2.3061 -2.6682
H 1.3667 -2.7336 -1.2790
C -0.0080 0.2733 2.7018
C 1.3493 0.7975 2.2555
P 2.0856 -0.0136 0.7656
C 3.6811 0.8647 0.7187
C 4.8767 0.1648 0.5698
C 6.0849 0.8133 0.7464
C 6.1091 2.1582 1.0787
C 4.9243 2.8737 1.1685
C 3.7146 2.2379 0.9655
C 2.5678 -1.7112 1.2124
C 3.1262 -2.4860 0.1910
C 3.5749 -3.7680 0.4431
C 3.4397 -4.3061 1.7132
C 2.8783 -3.5507 2.7286
C 2.4516 -2.2551 2.4850
P -1.1879 -0.1751 1.3473
C -2.3592 -1.1751 2.3421
C -2.5138 -2.5501 2.2173
C -3.3902 -3.2238 3.0545
C -4.1008 -2.5314 4.0214
C -3.9353 -1.1618 4.1587
C -3.0741 -0.4825 3.3201
C -2.1774 1.3040 0.9914
C -1.6859 2.6014 1.1157
C -2.4935 3.6781 0.7905
C -3.7938 3.4811 0.3515
C -4.2941 2.1917 0.2433
C -3.4865 1.1115 0.5420
H -0.5003 1.0108 3.3453
H 0.1053 -0.6434 3.2875
H 2.0794 0.7377 3.0702
H 1.2560 1.8515 1.9824
H 4.8772 -0.8906 0.3464
H 7.0055 0.2586 0.6399
H 7.0503 2.6501 1.2616
H 4.9417 3.9270 1.4067
H 2.8017 2.8125 1.0115
H 3.2419 -2.0554 -0.7984
H 4.0352 -4.3453 -0.3426
H 3.7718 -5.3125 1.9048
H 2.7696 -3.9669 3.7168
H 2.0472 -1.6757 3.2990
H -1.9546 -3.1104 1.4801
H -3.5149 -4.2916 2.9558
H -4.7883 -3.0515 4.6682
H -4.4704 -0.6121 4.9181
H -2.9535 0.5869 3.4186
H -0.6804 2.7801 1.4618
H -2.1156 4.6835 0.8972
H -4.4262 4.3194 0.0985
H -5.3168 2.0337 -0.0638
H -3.8833 0.1080 0.4710
C 0.2020 4.3921 -1.8202
C 0.0615 2.9040 -1.9023
O 0.2286 2.2086 -0.9052
C -0.2504 2.3312 -3.2221
C -0.9382 3.0453 -4.2058
C -1.1300 2.4917 -5.4575
C -0.6123 1.2404 -5.7594
C 0.0601 0.5167 -4.7835
C 0.2214 1.0493 -3.5188
H 0.6468 4.6699 -0.8684
H -0.7812 4.8592 -1.8847
H 0.8014 4.7782 -2.6441
H -1.3345 4.0230 -3.9808
H -1.6601 3.0519 -6.2110
H -0.7230 0.8353 -6.7541
H 0.4798 -0.4455 -5.0346
H 0.7789 0.5023 -2.7410

***

| no. | DFT total energy (eV) |
| --- | --- |
| 1 | -165515.92115 |
| 2 | -195189.88680 |
| 3 | -67582.49645 |
| 4 | -85158.48944 |
| 5 | -65890.62492 |